The following is a DFT calculation (ωB97M-V/def2-TZVPD) of C4H8O2 in the gas phase.

Highest occupied orbital energy ... -8.43 eV
HOMO-LUMO gap ... 9.16 eV

XYZ file:
```
14
Properties=species:S:1:pos:R:3:forces:R:3
C 2.12737 0.65679 -0.31782 0.37 0.18 -0.12
C 0.71574 -1.01549 0.31136 -0.41 0.32 -0.19
O 0.95447 0.29047 0.41074 -0.17 -0.41 -0.25
C -0.75140 -1.16206 0.08208 -0.01 -0.12 0.14
C -1.75575 -0.04021 0.37479 -0.14 -0.33 0.22
O -1.47432 1.18189 -0.27641 0.09 0.11 0.09
H 3.01335 0.16002 0.07462 -0.02 0.07 0.10
H 1.95414 0.33288 -1.34606 0.31 0.26 0.05
H 2.18946 1.74420 -0.27396 0.17 -0.12 0.05
H -0.64260 -1.25130 -1.02147 -0.09 -0.06 0.07
H -1.10013 -2.14815 0.39964 -0.05 0.11 0.05
H -1.84081 0.09706 1.46266 0.00 0.03 -0.12
H -2.73983 -0.34881 0.00937 0.10 -0.02 0.10
H -0.64968 1.50271 0.11045 -0.15 -0.04 -0.20
```
Forces are in eV/Å.


The following is a DFT calculation (ωB97M-V/def2-TZVPD) of a molecular structure, C21H43F5N4O2SSbSi3TaTe at a distorted geometry.

Highest occupied orbital energy ... -7.77 eV
HOMO-LUMO gap ... 7.31 eV

XYZ file:
```
82
Properties=species:S:1:pos:R:3:forces:R:3
Ta 1.37683 0.79895 0.73236 6.00 -4.29 0.99
N 4.61223 -0.71955 3.86176 -0.06 -0.02 0.17
C 3.92443 -0.62745 2.69116 -0.64 -0.36 -0.97
S 2.29853 -1.32315 2.75196 0.10 0.05 0.59
N 4.49703 -0.15115 1.64986 1.21 0.10 0.43
N 3.79113 0.08055 0.52116 -0.55 0.65 -0.69
C 4.45933 0.01415 -0.57834 -0.01 -0.20 1.07
C 3.89983 0.25285 -1.87824 -0.88 0.16 -0.48
C 4.75093 0.26575 -2.98944 -0.19 0.01 0.25
C 4.26563 0.43995 -4.26714 -0.01 -0.04 -0.10
C 2.89683 0.55265 -4.46614 0.13 0.01 0.03
C 2.03063 0.53155 -3.39204 -0.21 -0.06 0.50
C 2.50593 0.41665 -2.08074 1.08 -0.04 -1.17
O 1.66003 0.43655 -1.05974 -0.26 -0.61 -2.01
H 4.05013 -0.86275 4.68576 0.15 0.04 0.06
H 5.40033 -0.09455 3.95656 -0.14 -0.02 -0.01
H 5.50693 -0.29485 -0.53254 -0.12 0.10 0.12
H 5.81253 0.14145 -2.82844 0.09 -0.01 0.06
H 4.94423 0.46845 -5.10624 0.04 -0.02 -0.06
H 2.50353 0.65565 -5.46524 -0.07 0.02 -0.11
H 0.96343 0.59815 -3.55024 -0.06 0.05 0.02
C -1.77687 4.31075 -0.62064 0.31 -1.00 0.09
Si -2.19847 2.50925 -1.13184 -0.38 0.60 -0.93
C -4.12937 2.51905 -1.10734 0.97 -0.39 0.04
C -1.53157 2.19035 -2.92164 -0.29 0.11 0.91
Sb -1.14947 0.35055 0.09566 -4.35 0.45 0.06
Si -2.37607 0.56375 2.44016 -0.37 -0.33 0.75
C -1.92617 2.14375 3.42496 0.15 -0.73 -0.61
C -1.79867 -1.08985 3.25916 -0.09 0.84 -0.43
C -4.30127 0.52275 2.29046 1.02 0.01 -0.24
Si -2.61987 -1.39785 -1.06114 -0.31 -1.20 -0.75
C -1.84747 -1.71245 -2.78214 0.07 0.22 0.54
C -4.42387 -0.93035 -1.36544 0.53 0.33 0.16
C -2.80797 -3.04355 -0.12254 0.44 0.61 0.00
H -2.24797 5.02665 -1.29134 -0.23 -0.18 -0.27
H -0.70687 4.49505 -0.63774 -0.01 0.05 0.01
H -2.11607 4.53245 0.38836 0.03 -0.04 0.11
H -4.48947 3.36915 -1.67684 0.11 0.27 -0.15
H -4.51397 2.61585 -0.09864 -0.01 0.04 0.26
H -4.55987 1.63055 -1.54094 -0.14 -0.22 -0.11
H -1.77117 2.99155 -3.61394 -0.15 0.21 -0.04
H -1.92887 1.26145 -3.32594 -0.03 -0.15 -0.03
H -0.44617 2.10905 -2.88134 0.09 0.00 0.04
H -0.94937 2.02695 3.88136 0.14 -0.01 0.00
H -2.64417 2.36775 4.20966 -0.29 -0.18 0.01
H -1.85747 3.01255 2.77326 0.01 0.09 -0.10
H -0.71527 -1.16285 3.17666 0.07 0.00 -0.02
H -2.24167 -1.94255 2.74716 -0.08 -0.06 -0.11
H -2.04997 -1.16385 4.31246 -0.16 0.12 0.20
H -4.69807 1.47585 1.96266 -0.03 0.26 -0.11
H -4.73657 0.30935 3.25986 0.03 -0.07 0.33
H -4.64327 -0.23755 1.60106 -0.10 -0.25 -0.16
H -2.48827 -1.33255 -3.56984 -0.18 0.18 -0.12
H -1.69517 -2.76765 -2.98064 0.04 -0.26 0.09
H -0.88237 -1.21725 -2.86654 0.14 0.00 -0.10
H -4.53377 -0.34195 -2.26474 -0.04 0.22 -0.26
H -4.85497 -0.38205 -0.54184 -0.22 0.18 0.23
H -4.99877 -1.83825 -1.49624 -0.04 -0.37 -0.02
H -1.89197 -3.42455 0.31136 0.20 -0.09 0.09
H -3.19187 -3.79925 -0.79934 -0.11 -0.08 -0.28
H -3.53357 -2.92295 0.67296 -0.18 0.05 0.26
F 0.69073 0.76385 2.47986 -1.07 -0.07 0.81
Te 1.65773 3.51335 1.35756 0.73 6.05 4.47
F 0.93073 3.21965 3.17256 0.77 0.47 -1.32
F 2.75363 2.54955 -0.30604 -0.75 -0.15 1.10
F 2.81303 1.97275 2.24546 -0.97 0.07 -1.62
F 0.13583 4.91115 1.52626 1.37 -0.82 -0.61
O 0.42433 2.46665 0.60306 -1.89 -0.16 -0.84
C 0.79123 -3.57455 1.48916 0.19 0.32 -0.15
C 1.64233 -2.64185 0.60916 0.00 -0.39 -0.31
C 1.01373 -2.57765 -0.78324 0.21 0.09 0.32
C 3.05303 -3.23935 0.49136 -0.18 0.23 -0.01
N 1.67693 -1.28085 1.19806 -0.37 0.06 0.46
H 0.63803 -4.52785 0.98996 -0.03 -0.14 -0.06
H -0.17017 -3.10785 1.68896 -0.15 -0.01 0.04
H 1.28893 -3.75895 2.43766 -0.01 -0.09 0.12
H 1.10153 -3.55175 -1.26134 -0.07 -0.06 -0.04
H 1.52523 -1.83865 -1.39444 -0.08 -0.08 -0.12
H -0.04297 -2.32395 -0.70124 0.01 0.03 -0.12
H 2.99063 -4.26575 0.13976 -0.02 -0.13 -0.09
H 3.54913 -3.24665 1.45966 0.06 -0.02 0.03
H 3.65993 -2.66795 -0.20664 0.08 0.07 -0.09
```
Forces are in eV/Å.


The following is a DFT calculation (ωB97M-V/def2-TZVPD) of a molecular structure, C13H14Br4CeO6 at a distorted geometry.

Spin multiplicity ... 2
Highest occupied orbital energy (spin up / spin down) ... -10.92 / -10.92 eV
Net charge ... +1
HOMO-LUMO gap (spin up / spin down) ... 7.69 / 7.67 eV
<S²> ... 0.75

XYZ file:
```
38
Properties=species:S:1:pos:R:3:forces:R:3
Ce -0.03270 0.39620 0.97320 0.96 -1.62 2.24
C 3.11500 1.47620 1.10440 0.22 0.36 0.07
O 2.43340 0.22070 0.94980 0.80 -0.16 -0.39
C 2.74370 -0.37100 -0.32210 -0.11 -0.46 -0.39
C 2.08070 -1.74270 -0.37010 0.68 0.28 -0.02
O 0.67390 -1.52470 -0.22420 0.48 -1.02 -0.33
C -0.08170 -2.72340 -0.03830 -0.75 -0.25 0.20
C -1.48280 -2.28080 0.37550 0.29 -0.27 -0.38
O -1.34300 -1.58410 1.62200 -0.42 -0.56 -0.24
C -2.62230 -1.29600 2.21080 -0.46 0.12 0.27
H 4.19050 1.34040 0.95460 -0.12 -0.07 0.12
H 2.93420 1.81290 2.12830 0.04 0.01 -0.17
H 2.75080 2.21150 0.37300 -0.02 -0.20 0.19
H 3.83050 -0.47380 -0.43020 -0.19 0.00 0.02
H 2.34830 0.25980 -1.13840 0.21 -0.08 0.29
H 2.44120 -2.37160 0.45920 -0.12 0.11 -0.22
H 2.29360 -2.23410 -1.32960 -0.07 0.10 0.22
H 0.36690 -3.32820 0.76740 -0.06 0.15 -0.30
H -0.12020 -3.29670 -0.97260 0.05 0.09 0.17
H -2.14160 -3.15080 0.50410 0.17 0.20 -0.06
H -1.91340 -1.60380 -0.39110 0.04 -0.28 0.31
H -3.17820 -0.57360 1.59940 0.15 -0.19 0.12
H -2.43330 -0.87420 3.20080 -0.03 -0.06 -0.14
H -3.19590 -2.22110 2.31850 0.13 0.08 0.03
Br -3.40790 6.01730 0.85110 -0.02 -0.21 0.03
C -2.22090 4.64230 0.36230 -0.16 0.03 0.05
C -0.98750 4.97110 -0.22610 0.08 0.06 -0.06
Br -0.54940 6.77370 -0.54680 0.06 -0.20 0.01
C -0.09980 3.96500 -0.56610 0.16 -0.03 0.01
Br 1.61890 4.32670 -1.24180 -0.04 0.05 -0.07
C -0.40180 2.60970 -0.36120 -1.73 1.36 -0.24
O 0.42990 1.64340 -0.65280 0.97 -0.14 -1.66
C -1.67710 2.27160 0.22740 0.15 1.98 -1.34
O -1.96340 1.01070 0.41700 -1.77 -0.78 -0.35
C -2.54890 3.31520 0.58440 -0.07 -0.09 0.09
Br -4.11180 2.78970 1.49760 0.07 0.09 -0.12
O -0.25850 3.72700 2.46170 0.23 -2.19 -0.66
C -0.18480 2.64480 2.08400 0.20 3.75 2.70
```
Forces are in eV/Å.


The following is a DFT calculation (ωB97M-V/def2-TZVPD) of C18H20N2O5 in the gas phase.

Highest occupied orbital energy ... -7.94 eV
HOMO-LUMO gap ... 8.55 eV
SMILES ... COc1ccc([C@H](CC(=O)O)NC(=O)Nc2ccccc2)cc1OC

XYZ file:
```
45
Properties=species:S:1:pos:R:3:forces:R:3
C 3.79536 4.06717 -1.29098 0.21 0.28 -0.35
O 3.29796 3.56811 -0.06969 -0.26 -0.24 0.18
C 2.63811 2.37670 -0.00774 -0.01 -0.03 0.17
C 2.38565 1.93652 1.28835 0.05 0.12 -0.22
C 1.72379 0.75172 1.54132 -0.02 -0.10 -0.14
C 1.29197 -0.03477 0.48557 -0.01 0.07 0.21
C 0.57155 -1.34079 0.74643 0.12 0.04 -0.25
C 1.15032 -2.49029 -0.09712 0.04 0.08 0.14
C 2.65294 -2.48709 0.01633 0.07 -0.10 -0.39
O 3.42661 -2.33253 -0.88768 0.07 -0.01 -0.17
O 3.05724 -2.68271 1.27963 -0.03 -0.12 0.73
N -0.87126 -1.23010 0.54603 -0.08 -0.10 0.30
C -1.47828 -1.09142 -0.66471 -0.25 0.01 0.23
O -0.93413 -1.19372 -1.74621 0.29 0.00 -0.36
N -2.83100 -0.81700 -0.61456 -0.25 0.13 -0.50
C -3.73520 -0.82353 0.44731 -0.19 -0.02 0.37
C -4.81825 0.05477 0.40481 0.12 -0.03 -0.02
C -5.74923 0.07003 1.42464 -0.03 -0.05 -0.01
C -5.61968 -0.79065 2.50243 -0.07 -0.02 0.10
C -4.56201 -1.68256 2.53780 -0.06 0.07 0.06
C -3.62721 -1.70971 1.51835 0.02 -0.03 -0.09
C 1.52693 0.39799 -0.81217 0.07 0.11 -0.07
C 2.19043 1.58630 -1.08395 0.03 0.03 -0.06
O 2.42078 2.01928 -2.36338 0.03 0.17 0.44
C 2.10335 1.15268 -3.42860 -0.05 -0.13 -0.18
H 4.47665 3.35937 -1.76800 -0.04 0.06 0.02
H 4.34119 4.97256 -1.02452 -0.02 -0.06 -0.04
H 2.99114 4.31683 -1.98558 0.11 -0.01 0.06
H 2.73546 2.55839 2.09712 0.06 0.09 0.08
H 1.55774 0.43837 2.56157 -0.01 -0.06 0.12
H 0.70394 -1.59559 1.80425 -0.02 0.07 -0.18
H 0.86592 -2.37287 -1.14070 0.15 -0.06 0.12
H 0.76544 -3.43962 0.27827 -0.02 -0.03 -0.02
H 4.02545 -2.65293 1.33164 -0.13 0.06 -0.28
H -1.37500 -0.84636 1.33115 0.02 -0.03 -0.05
H -3.20320 -0.53586 -1.51133 0.19 -0.09 0.09
H -4.92203 0.72477 -0.43651 0.02 0.10 -0.07
H -6.57984 0.75845 1.37841 -0.06 0.06 -0.01
H -6.34517 -0.77507 3.30107 -0.06 0.00 0.07
H -4.46682 -2.37533 3.36081 0.01 -0.06 0.06
H -2.83543 -2.44261 1.53506 0.04 -0.04 0.00
H 1.16318 -0.20355 -1.62569 0.01 -0.06 -0.13
H 1.02702 0.96755 -3.49356 0.03 -0.02 0.01
H 2.43570 1.66986 -4.32788 -0.04 -0.08 0.03
H 2.63193 0.19924 -3.33780 -0.03 0.01 0.00
```
Forces are in eV/Å.


The following is a DFT calculation (ωB97M-V/def2-TZVPD) of 3 unconnected molecules or ions with the total composition C3H12NO3S at a distorted geometry.

Spin multiplicity ... 2
Highest occupied orbital energy (spin up / spin down) ... -9.45 / -9.42 eV
HOMO-LUMO gap (spin up / spin down) ... 9.98 / 6.38 eV
<S²> ... 0.76

XYZ file:
```
20
Properties=species:S:1:pos:R:3:forces:R:3
C 1.22053 -0.03422 0.16547 1.11 1.41 0.47
O 1.18561 -0.80897 -0.84148 0.62 -0.66 -0.19
C -0.34600 -0.19689 1.02809 -0.84 0.66 -3.17
C -0.03635 0.13595 2.37703 1.97 -2.23 2.29
S -0.82494 -0.98570 3.62826 -0.77 0.00 1.02
N -0.76490 -1.50867 0.83112 -3.94 0.41 -0.66
H 1.99341 -0.28317 0.93184 -0.58 0.04 -0.29
H 1.18600 1.05840 -0.09435 -0.01 -0.49 0.44
H -0.89372 0.58922 0.45443 0.00 -0.77 0.58
H -0.25516 1.13848 2.58392 -0.30 1.35 0.82
H 1.03387 -0.10127 2.52906 -0.49 0.73 0.32
H -1.04365 -2.26411 3.13177 0.58 1.48 -0.33
H -0.01342 -1.99839 0.45036 0.48 -1.68 -1.11
H -1.73319 -1.54943 0.33718 2.91 -0.31 0.70
H -0.85449 1.76147 -3.21499 -0.55 -1.45 0.45
H 0.35429 2.57197 -3.12650 0.34 0.16 0.02
O -0.53194 2.60226 -3.48056 0.21 1.81 -0.61
H 0.46002 -0.08673 -1.82977 -2.39 0.19 -1.79
H 0.16185 -0.17472 -3.27781 2.10 -1.70 -4.38
O -0.29783 0.13453 -2.58307 -0.46 1.07 5.41
```
Forces are in eV/Å.


The following is a DFT calculation (ωB97M-V/def2-TZVPD) of 4 unconnected molecules or ions with the total composition C2H10O2S2 at a distorted geometry.

Highest occupied orbital energy ... -8.55 eV
HOMO-LUMO gap ... 4.09 eV

XYZ file:
```
16
Properties=species:S:1:pos:R:3:forces:R:3
C 0.29941 -1.47723 -1.33132 -0.32 -1.66 0.38
S 1.51974 -1.78209 -0.10583 0.34 0.90 -0.54
S -0.58133 2.11095 -0.68770 1.36 0.23 0.02
C 0.98816 1.92660 0.14762 -0.15 -0.65 -1.51
H 0.16041 -0.43093 -1.67551 0.07 0.59 0.25
H -0.65942 -1.84955 -0.96463 -0.07 0.56 -0.03
H 0.57214 -2.09382 -2.19388 0.12 0.49 -0.29
H 0.95062 0.91489 0.61053 0.02 -0.09 0.37
H 1.23629 2.67084 0.89961 -0.33 -0.13 0.31
H 1.78100 1.86415 -0.60145 0.01 0.34 0.13
H -1.81436 0.66663 -0.23244 -0.89 -0.78 0.32
H -3.24402 0.04474 -0.44691 -0.08 0.23 -0.02
O -2.33409 -0.17739 -0.24288 0.31 -0.07 -0.01
H 0.43201 -1.00028 3.03147 -0.11 0.06 0.00
H 0.65003 -0.82059 1.53014 -0.65 -0.12 0.63
O 0.04342 -0.56692 2.26318 0.38 0.11 -0.01
```
Forces are in eV/Å.


DFT total energy, respectively: -307.55672 -3526.96108 -11726.18896 -1183.65342 -799.99753 -1028.86071 hartree.
Relative energy (zero: lowest compared OMol25 entry of this formula, charge and spin), respectively: 408.8 377.4 72.2 77.5 190.5 520.4 kJ/mol.